The following is a quantum chemistry calculation of C47H59N12O2PbSSe as an isolated structure, from the Open Molecules 2025 dataset.

Each line ends with the Löwdin charge.
Positions of all 123 atoms, in Å:
C1 0.816 0.966 5.298  -0.315
C2 -2.389 -3.431 -0.858  -0.107
C3 4.705 3.171 3.758  -0.065
C4 4.532 2.270 4.814  -0.076
Se1 3.046 -1.848 0.194  0.687
H1 -4.565 -0.968 0.176  0.081
C5 -1.666 2.868 -1.448  -0.375
H2 3.842 2.374 -0.238  0.111
H3 -1.575 0.066 -4.671  0.120
H4 6.196 -0.462 2.434  0.047
C6 6.611 3.089 -0.732  -0.102
C7 -3.136 -2.224 -4.244  -0.034
H5 0.208 -5.155 -3.976  0.121
H6 -3.169 5.702 -1.637  0.126
H7 1.483 4.980 1.072  0.111
H8 -4.867 -2.720 0.270  0.092
C8 4.179 1.463 2.211  -0.163
H9 7.725 -1.105 3.003  0.077
H10 -4.361 -4.186 -1.317  0.107
C9 1.026 2.907 0.708  -0.138
C10 -2.441 1.899 0.668  -0.050
H11 -1.236 -7.059 -1.646  0.111
H12 -3.650 -6.453 -1.847  0.103
C11 -2.922 -5.710 -1.551  -0.099
C12 3.977 1.295 -0.314  -0.160
C13 -1.476 0.120 -3.581  -0.236
C14 -4.390 -1.927 -0.304  0.002
H13 2.269 -2.969 -4.067  0.098
H14 -3.775 -3.046 -4.562  0.097
H15 -1.316 5.629 -3.283  0.088
H16 4.682 3.482 1.628  0.106
C15 0.061 -1.375 4.816  0.012
C16 -0.037 -4.209 -4.458  -0.112
H17 -3.325 1.393 0.263  0.090
C17 -0.997 -3.756 -0.795  -0.361
H18 -0.598 -3.312 4.163  0.116
H19 -0.091 4.374 -3.074  0.097
H20 5.722 3.638 -0.409  0.051
H21 7.410 1.097 -0.779  0.111
C18 1.026 2.577 3.402  -0.087
H22 -2.482 0.107 -3.150  0.107
C19 4.539 2.782 2.439  -0.005
C20 -0.854 1.471 -3.225  -0.235
H23 6.802 -1.985 1.784  0.081
H24 -2.914 4.676 0.909  0.125
O1 -0.054 -2.935 -0.473  -0.309
O2 -2.183 -1.174 -0.109  -0.127
C21 4.684 -2.816 3.365  -0.180
H25 -2.112 -4.646 -4.012  0.107
C22 6.518 1.601 -0.404  -0.247
N1 3.907 0.761 1.042  -0.002
H26 4.680 2.610 5.830  0.108
C23 -0.633 -5.106 -1.076  -0.017
H27 -1.265 2.197 -3.923  0.086
H28 0.549 -4.120 -5.380  0.127
H29 5.384 -0.158 -0.977  0.092
C24 -1.158 4.553 -3.235  -0.050
C25 -0.293 -1.945 2.530  -0.110
S1 1.376 2.302 7.163  1.020
N2 0.240 -3.086 -3.581  -0.092
H30 -2.657 2.244 1.680  0.098
H31 1.920 -3.470 -2.395  0.075
N3 0.040 -0.733 2.114  0.069
C26 3.997 0.568 3.263  -0.169
H32 1.714 -1.782 -2.883  0.048
H33 0.418 -5.354 -0.986  0.120
H34 0.224 1.409 -3.408  0.115
Pb1 0.129 -0.663 -0.654  1.354
H35 6.676 -2.972 4.125  0.107
H36 6.525 1.454 0.681  0.093
H37 -4.849 -1.912 -1.296  0.089
H38 3.222 -1.634 4.444  0.121
H39 5.852 -1.534 4.669  0.100
H40 -0.558 -2.659 1.757  0.100
C27 -2.964 4.192 -0.065  -0.139
H41 0.064 -1.594 5.876  0.125
H42 6.711 3.239 -1.809  0.078
C28 3.573 -0.514 1.345  -0.677
H43 7.472 3.550 -0.249  0.076
H44 -1.578 5.648 -0.841  0.125
C29 -0.733 -2.139 -3.676  -0.380
N4 0.764 1.702 1.186  0.088
H45 4.055 0.254 5.404  0.117
H46 -3.410 -1.343 -4.821  0.084
N5 -0.639 -0.977 -3.106  -0.025
H47 -1.443 4.146 -4.202  0.076
C30 0.408 0.183 3.018  -0.148
C31 -3.311 -4.435 -1.251  -0.053
N6 -1.975 4.033 -2.147  -0.082
H48 1.009 2.994 -0.375  0.106
H49 4.454 -3.662 4.017  0.117
C32 1.608 -2.814 -3.208  -0.046
N7 -1.752 -2.620 -4.465  -0.059
C33 1.064 2.281 4.823  -0.317
N8 -2.069 3.048 -0.131  -0.105
H50 -1.629 1.183 0.717  0.017
H51 3.130 0.887 -0.865  0.085
H52 -4.001 3.889 -0.260  0.129
C34 -1.557 -6.044 -1.441  -0.074
H53 1.502 4.657 3.564  0.126
C35 3.464 -1.902 3.415  -0.158
H54 5.194 1.209 -2.062  0.121
N9 3.640 -0.647 2.690  -0.012
H55 4.986 4.193 3.976  0.111
C36 1.290 4.013 1.517  -0.032
C37 1.290 3.843 2.882  0.008
C38 -1.526 -4.049 -4.717  -0.107
H56 -1.811 -4.315 -5.733  0.127
C39 0.432 -0.100 4.386  -0.090
C40 0.748 1.532 2.515  -0.152
C41 -0.303 -2.312 3.877  -0.020
N10 -1.099 1.787 -1.829  0.050
C42 6.718 -1.384 2.692  -0.087
N11 1.385 3.133 5.780  -0.202
C43 -2.427 5.044 -1.189  -0.142
H57 2.600 -2.410 2.982  0.091
H58 -3.330 -2.035 -3.186  0.071
N12 0.969 0.842 6.605  -0.204
H59 4.781 -3.215 2.354  0.089
C44 6.009 -2.174 3.794  -0.233
C45 4.178 0.950 4.585  -0.006
C46 5.285 0.929 -1.008  -0.179
C47 -2.898 -2.139 -0.425  -0.370

Its total energy is -153102.22267 eV. The lowest unoccupied orbital energy comes out at -2.5168 eV. For the HOMO-LUMO gap, the calculation gives 7.1 eV. For the HOMO energy, the calculation gives -9.58 eV. The value obtained for the energy above the lowest of the compared OMol25 structures with the same formula, charge and spin is 0.000 eV. Its net charge is +1.